1.
Formula: C18H24F3GeN3ORuS
Source: OMol25
Level of theory: ωB97M-V/def2-TZVPD

Last column: natural (NBO) charge in e.
Atoms and positions in Å:
Ru 0.118 -0.184 0.226  0.86
C -1.442 0.131 4.217  -0.71
C -0.761 -0.660 3.154  0.74
O -0.084 -0.087 2.270  -0.67
N -0.879 -1.978 3.151  -0.55
C -0.271 -2.809 2.127  -0.27
C -1.172 -2.910 0.927  0.23
C -1.943 -4.035 0.712  -0.22
C -2.799 -4.084 -0.379  -0.08
C -2.873 -2.988 -1.223  -0.22
C -2.077 -1.895 -0.960  0.08
N -1.234 -1.852 0.087  -0.43
H -0.893 1.052 4.393  0.27
H -1.545 -0.423 5.148  0.25
H -2.440 0.401 3.865  0.27
H -1.439 -2.421 3.864  0.43
H -0.076 -3.791 2.550  0.26
H 0.682 -2.369 1.832  0.23
H -1.872 -4.871 1.394  0.25
H -3.402 -4.963 -0.562  0.26
H -3.534 -2.977 -2.077  0.26
H -2.119 -1.022 -1.594  0.22
F -1.684 3.933 -2.381  -0.30
C -2.252 2.906 -3.021  0.98
F -2.553 3.289 -4.253  -0.29
F -3.391 2.611 -2.376  -0.31
C -1.331 1.707 -3.021  -0.18
C -0.939 1.077 -4.190  -0.07
C -0.100 -0.032 -4.122  -0.24
C 0.353 -0.449 -2.890  0.07
N -0.033 0.167 -1.763  -0.46
C -0.880 1.194 -1.813  0.08
S -1.311 1.682 -0.192  0.24
H -1.282 1.448 -5.147  0.27
H 0.196 -0.560 -5.017  0.26
H 1.034 -1.282 -2.780  0.23
C 2.144 2.819 -0.827  -1.09
Ge 2.774 1.640 0.596  1.54
C 4.727 1.516 0.612  -1.03
C 2.130 2.193 2.355  -1.08
C 2.129 -0.255 0.224  -0.78
H 2.559 3.813 -0.659  0.27
H 1.060 2.906 -0.824  0.23
H 2.480 2.472 -1.804  0.24
H 5.096 2.522 0.811  0.26
H 5.096 1.178 -0.355  0.25
H 5.065 0.839 1.393  0.25
H 2.524 3.188 2.563  0.26
H 2.479 1.509 3.128  0.24
H 1.043 2.233 2.368  0.23
H 2.447 -0.935 1.021  0.24
H 2.477 -0.595 -0.753  0.23

Values from the calculation:
net charge = +2
energy relative to the best compared isomer or geometry (same formula, charge and spin) = 87.9 kJ/mol
frontier orbital gap = 6.8 eV
spin multiplicity = 1
LUMO energy = -8.451 eV

---

2.
Formula: C51H45GaNO8
Source: OMol25
Level of theory: ωB97M-V/def2-TZVPD

Last column: Mulliken charge in e.
Atoms and positions in Å:
C 4.633 -2.638 -0.264  -1.39
C 3.515 -2.630 -1.301  0.96
O 3.777 -3.777 -2.171  -0.63
C 2.140 -2.684 -0.676  -0.72
Ga 1.458 -0.985 0.238  -1.00
C 2.905 0.296 0.912  -0.47
C 3.899 0.993 -0.027  -0.74
C 3.267 1.934 -1.065  -0.04
N 3.367 1.446 -2.451  -0.81
C 0.154 0.058 -0.974  -0.56
C -1.041 -0.757 -1.369  -0.33
C -2.312 -0.692 -0.605  -0.71
O -1.490 -1.841 -0.547  -0.04
H 5.449 -1.967 -0.542  0.26
H 4.273 -2.318 0.712  0.22
H 5.054 -3.641 -0.205  0.47
H 3.613 -1.743 -1.939  -0.15
H 3.506 -3.533 -3.058  0.37
H 1.430 -3.056 -1.422  0.24
H 2.179 -3.449 0.109  0.34
H 0.633 -1.421 1.569  0.01
H 2.364 1.080 1.457  0.27
H 3.494 -0.270 1.643  0.40
H 4.570 1.608 0.591  0.38
H 4.554 0.290 -0.551  0.29
H 2.233 2.151 -0.789  0.07
H 3.814 2.882 -1.022  0.26
H 2.481 1.509 -2.932  0.34
H 3.654 0.476 -2.459  0.21
H -0.206 0.920 -0.405  0.38
H 0.613 0.397 -1.904  0.39
H -1.166 -0.925 -2.438  0.39
H -3.158 -0.724 -1.288  0.17
H -2.303 -0.060 0.275  0.29
C -2.930 -5.667 -1.603  -0.81
C -2.440 -4.414 -1.954  -0.31
C -2.619 -3.953 -3.249  -0.91
C -3.274 -4.737 -4.191  0.09
C -3.749 -6.005 -3.835  0.25
C -3.580 -6.460 -2.533  -0.60
C -4.420 -6.887 -4.824  0.67
O -4.844 -7.985 -4.525  -0.68
C -4.556 -6.377 -6.224  0.17
C -5.134 -7.198 -7.186  -0.53
C -5.281 -6.743 -8.485  -0.48
C -4.857 -5.463 -8.828  -0.48
C -4.277 -4.644 -7.875  -0.52
C -4.118 -5.100 -6.572  0.14
C -3.464 -4.204 -5.567  0.52
O -3.106 -3.089 -5.881  -0.65
H -2.798 -6.027 -0.590  0.44
H -1.929 -3.792 -1.230  0.86
H -2.251 -2.978 -3.542  0.69
H -3.960 -7.438 -2.270  0.46
H -5.460 -8.187 -6.897  0.47
H -5.727 -7.385 -9.234  0.38
H -4.977 -5.107 -9.843  0.39
H -3.938 -3.648 -8.121  0.48
C 4.934 6.598 3.507  -0.41
C 4.834 5.363 2.876  -0.68
C 3.658 4.996 2.245  -0.74
C 2.574 5.867 2.254  0.36
C 2.666 7.101 2.901  0.34
C 3.855 7.466 3.522  -0.78
C 1.504 8.033 2.950  0.41
O 1.579 9.110 3.504  -0.70
C 0.235 7.592 2.296  0.47
C -0.883 8.416 2.368  -0.66
C -2.066 8.029 1.763  -0.46
C -2.140 6.822 1.076  -0.70
C -1.033 5.994 1.004  -0.50
C 0.154 6.375 1.619  0.32
C 1.324 5.448 1.558  0.32
O 1.244 4.373 1.015  -0.63
H 5.858 6.883 3.993  0.38
H 5.676 4.683 2.874  0.45
H 3.561 4.040 1.745  0.81
H 3.915 8.429 4.011  0.49
H -0.807 9.353 2.903  0.49
H -2.936 8.670 1.824  0.39
H -3.065 6.524 0.600  0.42
H -1.068 5.049 0.479  0.59
C -0.875 -3.910 4.079  -0.56
C -1.639 -3.601 2.959  -0.76
C -1.755 -2.289 2.536  -0.44
C -1.111 -1.278 3.237  0.40
C -0.355 -1.584 4.369  0.59
C -0.235 -2.905 4.783  -0.76
C 0.326 -0.517 5.160  0.48
O 0.987 -0.785 6.142  -0.72
C 0.163 0.893 4.699  0.31
C 0.766 1.915 5.426  -0.84
C 0.663 3.228 4.992  -0.67
C -0.057 3.515 3.839  -0.32
C -0.675 2.507 3.124  -0.80
C -0.566 1.192 3.548  0.16
C -1.238 0.124 2.749  0.90
O -1.865 0.392 1.748  -0.74
H -0.777 -4.939 4.401  0.39
H -2.141 -4.389 2.412  0.45
H -2.334 -2.030 1.661  0.34
H 0.365 -3.125 5.655  0.47
H 1.328 1.660 6.314  0.47
H 1.153 4.022 5.541  0.46
H -0.141 4.532 3.483  0.57
H -1.226 2.720 2.218  0.49

Values from the calculation:
net charge = -1
frontier orbital gap = 5.4 eV
spin multiplicity = 1
LUMO energy = 0.511 eV

---

3.
Formula: C6H52BrIO24
Source: OMol25
Level of theory: ωB97M-V/def2-TZVPD

Last column: Mulliken charge in e.
Atoms and positions in Å:
C 3.964 -2.099 0.463  -0.86
O 3.461 -1.274 -0.565  -0.40
C 3.318 0.074 -0.219  -0.39
C 1.960 0.380 0.484  -0.14
Br 1.209 2.042 -0.307  -0.18
O 1.045 -0.628 0.308  0.17
C 0.084 -0.624 1.375  -0.48
C -1.124 -1.440 0.990  -0.40
C -1.948 -0.749 -0.062  0.16
O -2.151 0.408 -0.140  -0.44
I -2.859 -2.047 -1.565  -0.04
H 4.442 -1.521 1.260  0.36
H 3.173 -2.695 0.928  0.23
H 4.719 -2.773 0.058  0.31
H 4.122 0.467 0.408  0.65
H 3.321 0.639 -1.149  0.00
H 2.140 0.611 1.535  0.52
H 0.544 -1.106 2.239  0.35
H -0.173 0.392 1.665  0.10
H -1.769 -1.548 1.869  0.27
H -0.835 -2.447 0.691  0.51
O 4.786 1.749 -2.370  -0.57
H 5.217 0.894 -2.490  0.36
H 4.373 1.915 -3.226  0.18
O 6.398 1.922 0.224  -0.63
H 6.825 1.069 0.095  0.30
H 5.996 2.104 -0.635  0.29
O 7.989 0.891 -2.069  -0.58
H 8.631 0.392 -2.591  0.27
H 8.278 1.806 -2.139  0.32
O -6.094 -1.133 0.076  -0.63
H -6.547 -0.395 0.510  0.35
H -5.213 -0.807 -0.144  0.28
O -4.127 -1.050 2.689  -0.57
H -4.423 -1.585 3.443  0.33
H -4.829 -1.138 2.032  0.28
O -0.316 -0.434 4.479  -0.64
H 0.079 0.412 4.723  0.33
H -1.252 -0.325 4.682  0.28
O 1.177 -1.179 7.036  -0.64
H 1.601 -2.038 6.967  0.31
H 0.859 -0.992 6.144  0.36
O -7.395 0.054 -2.536  -0.65
H -6.695 -0.037 -3.189  0.29
H -7.130 -0.540 -1.820  0.36
O 9.485 -0.732 -4.376  -0.62
H 9.895 -1.600 -4.487  0.32
H 9.063 -0.553 -5.222  0.30
O -10.442 -0.045 -2.021  -0.64
H -10.835 0.742 -1.632  0.31
H -9.547 0.229 -2.265  0.34
O 2.064 -1.109 -3.407  -0.68
H 1.358 -1.717 -3.653  0.32
H 2.180 -1.248 -2.459  0.32
O -7.826 1.042 0.836  -0.65
H -8.609 1.244 1.368  0.31
H -7.874 1.662 0.102  0.25
O -1.161 2.515 2.081  -0.58
H -1.253 3.459 1.920  0.30
H -1.557 2.102 1.302  0.29
O 10.417 -3.639 -3.586  -0.64
H 9.989 -4.499 -3.543  0.32
H 10.653 -3.443 -2.673  0.32
O 0.771 -3.508 -1.713  -0.65
H 1.153 -2.717 -1.313  0.32
H -0.178 -3.392 -1.591  0.23
O 1.927 5.246 0.773  -0.62
H 1.746 5.158 1.713  0.30
H 1.588 4.427 0.387  0.24
O -4.957 -1.353 5.460  -0.62
H -4.570 -0.534 5.784  0.33
H -5.898 -1.248 5.637  0.29
O 2.672 2.018 -4.436  -0.58
H 2.172 2.057 -5.257  0.28
H 2.218 1.344 -3.912  0.27
O -7.293 0.159 3.767  -0.59
H -6.820 -0.675 3.697  0.32
H -7.507 0.373 2.853  0.32
O -10.517 0.156 1.407  -0.66
H -10.317 -0.616 1.946  0.31
H -10.742 -0.212 0.544  0.34
O 4.626 4.661 -5.047  -0.64
H 4.240 3.779 -5.011  0.33
H 4.854 4.853 -4.132  0.32

Values from the calculation:
net charge = 0
frontier orbital gap = 10.0 eV
spin multiplicity = 1
LUMO energy = -0.135 eV